The following is a DFT calculation (ωB97M-V/def2-TZVPD) of a molecular structure, C40H45Cl3N2O9P2SiV in a non-equilibrium geometry.

CARTESIAN COORDINATES (ANGSTROEM)
V1 -4.8069 1.3976 21.3380
O1 0.0476 6.7845 20.6200
C1 0.1261 5.6444 21.1249
O2 1.1774 4.9654 21.5040
C2 -1.1908 4.7909 21.1857
C3 -2.2263 4.8230 20.2237
C4 -3.3633 3.9599 20.2678
N1 -3.4487 3.0393 21.2240
C5 -2.5085 2.9645 22.1397
C6 -1.4372 3.8611 22.1651
C7 -2.6696 1.9123 23.1237
O3 -2.1324 1.9308 24.2003
O4 -3.4407 0.9935 22.6108
H1 -2.2528 5.5699 19.4313
H2 -4.1005 4.0957 19.5073
H3 -0.7177 3.7247 22.9477
C8 -1.3412 0.0364 20.5978
P1 -3.1601 -0.3185 20.3082
C9 -3.3684 -1.9095 21.1720
C10 -3.1382 -0.9002 18.4896
C11 -2.0023 -0.2930 17.6638
P2 -2.3120 1.5160 17.3468
C12 -2.7572 1.3928 15.6008
C13 -0.5664 2.1273 17.3452
H4 -0.7156 -0.8482 20.1952
H5 -1.2550 0.1298 21.7034
H6 -1.0711 1.0043 20.1358
H7 -2.4911 -2.5683 21.2204
H8 -4.1197 -2.4872 20.5924
H9 -3.8079 -1.6635 22.1430
H10 -4.0993 -0.6596 18.0569
H11 -3.0706 -1.9883 18.6139
H12 -1.9076 -0.8493 16.6627
H13 -1.0057 -0.3465 18.1077
H14 -2.0336 0.8894 14.9965
H15 -2.8711 2.4503 15.3237
H16 -3.7392 0.9942 15.5520
H17 0.0985 1.5033 16.7698
H18 -0.2239 2.0243 18.4146
H19 -0.4448 3.1674 17.0301
C14 -7.9017 3.3000 20.7412
C15 -7.3158 2.7887 22.0323
O5 -7.8022 2.6826 23.1237
O6 -5.9751 2.5895 21.9036
H20 -8.6790 3.9579 21.0739
H21 -8.3596 2.4496 20.1982
H22 -7.1370 3.7402 20.0482
C16 -6.4871 6.5672 15.7297
C17 -6.2257 7.3507 17.0438
C18 -6.0086 8.8389 16.7682
C19 -7.3793 7.1362 18.0228
Si1 -4.6817 6.4439 17.9359
O7 -5.0378 4.9536 18.1736
C20 -4.4349 7.4263 19.5848
C21 -5.2967 7.4461 20.6833
C22 -5.0298 8.1436 21.8662
C23 -3.8885 8.8863 22.0099
C24 -2.9692 8.9018 20.9560
C25 -3.1979 8.1328 19.7919
C26 -3.2225 6.7288 16.7595
C27 -2.4807 7.9010 16.6162
C28 -1.4836 8.0016 15.6836
C29 -1.1517 6.8846 14.8869
C30 -1.7744 5.6530 15.1172
C31 -2.8318 5.6105 15.9985
H23 -7.4181 6.8638 15.1439
H24 -6.4288 5.5529 15.9113
H25 -5.6456 6.8427 15.0987
H26 -6.9433 9.3295 16.5115
H27 -5.4061 8.9684 15.8959
H28 -5.5265 9.3934 17.6198
H29 -8.3544 7.3123 17.4992
H30 -7.3751 7.8116 18.8694
H31 -7.4241 6.0914 18.2787
H32 -6.2444 6.8730 20.6229
H33 -5.6891 7.8970 22.7135
H34 -3.7736 9.4444 22.9172
H35 -2.0279 9.4165 20.9610
H36 -2.4179 8.1028 18.9955
H37 -2.7767 8.7757 17.1476
H38 -0.9428 8.8992 15.4743
H39 -0.3376 6.9204 14.2494
H40 -1.4336 4.7473 14.5930
H41 -3.3065 4.6857 16.1639
N2 -8.3519 0.4024 14.7659
C32 -7.6961 0.3715 15.7184
C33 -7.0435 0.6172 16.9867
C34 -7.0570 -0.3976 17.9489
C35 -6.4463 -0.1872 19.1501
C36 -5.8094 1.0469 19.4354
C37 -5.7336 2.0352 18.4799
C38 -6.3724 1.8005 17.2480
H42 -7.5830 -1.3724 17.6959
H43 -6.6297 -0.9905 19.8898
H44 -5.3285 2.9607 18.5559
H45 -6.2572 2.6402 16.5463
Cl1 -7.7798 -1.4862 25.1913
C39 -6.2816 -1.2747 24.3003
Cl2 -5.3140 -2.7382 24.3363
Cl3 -5.3522 0.1248 24.9176
C40 -6.6333 -0.9960 22.7836
O8 -7.4606 -1.7000 22.2451
O9 -5.9102 -0.0571 22.2799

Values from the calculation:
HOMO energy (alpha / beta): -3.67 / -3.67 eV
Molar mass: 945.142 g mol⁻¹
Multiplicity: 2
Expectation value of S²: 0.77
Kohn-Sham gap (alpha / beta): 0.2390 / 0.2593 hartree
E_tot: -153333.4751 eV
ΔE to the lowest compared entry with this formula, charge and spin: 1.0190 eV
Net charge: -2


The following is a DFT calculation (ωB97M-V/def2-TZVPD) of 8 unconnected molecules or ions with the total composition C40H45ClN4O8 in a non-equilibrium geometry.

CARTESIAN COORDINATES (ANGSTROEM)
C1 0.0623 -20.1082 18.6279
C2 1.5057 -20.1604 18.2885
N1 2.2699 -18.9000 18.5551
C3 2.7314 -17.9501 17.6937
C4 3.2037 -16.9574 18.4015
N2 3.2186 -17.3816 19.7591
C5 2.6995 -18.6285 19.7936
C6 3.7411 -16.6187 20.8624
H1 -0.3928 -21.0758 18.5507
H2 -0.6768 -19.6232 17.7908
H3 -0.1290 -19.6793 19.6334
H4 1.5474 -20.5352 17.1722
H5 1.6899 -21.2337 18.8388
H6 2.6236 -17.8518 16.6007
H7 3.4998 -16.1554 17.9564
H8 2.6765 -19.5200 20.5625
H9 4.8253 -16.8516 20.8858
H10 3.2688 -16.5957 21.8910
H11 3.6670 -15.6252 20.3623
Cl1 3.6494 -21.5133 21.9853
N3 6.6060 -15.1350 18.7839
C7 7.5681 -15.5037 17.8885
C8 8.4045 -14.5261 17.2472
C9 8.2249 -13.1645 17.5570
C10 7.0964 -12.8303 18.3574
C11 6.3666 -13.8421 18.9724
H12 7.6072 -16.4579 17.4536
H13 9.1700 -14.8009 16.5379
H14 8.6478 -12.2853 17.0117
H15 6.8750 -11.6685 18.6085
H16 5.5563 -13.6824 19.6384
N4 5.4370 -11.7530 22.4279
C12 6.5828 -12.5166 22.2251
C13 6.5417 -13.8471 22.4868
C14 5.3910 -14.5416 22.9953
C15 4.2408 -13.7832 23.1084
C16 4.2968 -12.4295 22.7142
H17 7.4674 -11.9528 21.8303
H18 7.5231 -14.4993 22.2345
H19 5.4378 -15.5308 23.2584
H20 3.3569 -14.2316 23.6067
H21 3.3023 -11.6377 22.7761
C17 -0.8957 -14.9054 18.8489
C18 -1.9847 -15.8821 18.4921
C19 -2.1644 -17.0882 19.2798
C20 -1.2190 -17.3899 20.2968
C21 -0.1687 -16.4337 20.6193
C22 0.0702 -15.3320 19.7615
O1 1.2596 -14.5104 19.9540
O2 -3.1229 -18.0562 18.9235
H22 -0.7494 -13.9584 18.0215
H23 -2.6457 -15.6788 17.7067
H24 -1.3486 -18.4130 20.7527
H25 0.5181 -16.8442 21.2186
H26 1.1850 -13.8455 19.2787
H27 -3.2426 -18.8263 19.5215
C23 -0.3079 -17.0788 24.6169
C24 -0.4347 -18.3527 23.7796
C25 0.7860 -18.8405 23.1901
C26 1.9114 -18.2945 23.6220
C27 2.1856 -17.2985 24.6681
C28 1.0177 -16.6106 25.0108
O3 1.0831 -15.4125 25.7457
O4 0.6947 -19.9956 22.4389
H28 -1.1034 -16.6032 24.9193
H29 -1.4502 -18.7505 23.6982
H30 2.8248 -18.7225 23.0962
H31 3.1299 -17.1253 24.9428
H32 0.1052 -14.9230 25.6682
H33 1.4642 -20.2830 21.8046
C29 0.8032 -16.0177 13.0746
C30 0.0202 -17.1618 12.4572
C31 -0.7707 -17.8407 13.4348
C32 -0.6103 -17.4976 14.8397
C33 0.2181 -16.4351 15.2371
C34 1.0475 -15.6806 14.3490
O5 1.8275 -14.6625 14.7200
O6 -1.6005 -18.8990 13.1402
H34 1.3908 -15.3313 12.3480
H35 0.1025 -17.6112 11.4553
H36 -1.2036 -17.9097 15.7285
H37 0.2420 -16.1701 16.3424
H38 2.0572 -14.2751 14.0096
H39 -1.4079 -19.4928 12.4776
C35 -2.4618 -22.5221 19.6380
C36 -1.6241 -23.7986 20.1310
C37 -1.1013 -23.7790 21.4023
C38 -1.2776 -22.6661 22.3188
C39 -2.0253 -21.5513 21.8138
C40 -2.6007 -21.5194 20.4771
O7 -3.5039 -20.5230 20.1751
O8 -0.3184 -24.8111 21.7620
H40 -2.8353 -22.5002 18.5132
H41 -1.0861 -24.4066 19.3544
H42 -0.5978 -22.6014 23.2253
H43 -2.1231 -20.7385 22.5753
H44 -4.1667 -20.4018 20.8111
H45 0.2672 -24.7475 22.5289

Values from the calculation:
HOMO energy: -7.67 eV
Molar mass: 745.273 g mol⁻¹
Multiplicity: 1
Kohn-Sham gap: 0.2842 hartree
E_tot: -77060.2365 eV
ΔE to the lowest compared entry with this formula, charge and spin: 0.0612 eV
Net charge: 0


The following is a DFT calculation (ωB97M-V/def2-TZVPD) of 7 unconnected molecules or ions with the total composition C40H45F6O25S in a non-equilibrium geometry.

CARTESIAN COORDINATES (ANGSTROEM)
C1 0.6859 2.3185 1.4061
C2 0.6363 1.0541 0.7449
C3 0.1647 -0.1671 -0.2887
C4 0.2545 -1.5512 0.5852
C5 1.7503 -1.9640 1.1046
C6 1.7220 -3.3452 2.0487
C7 1.2207 -4.6501 1.1300
C8 3.3353 -3.6621 2.3583
C9 0.9835 -0.1793 -1.7090
C10 2.3740 0.6792 -1.7369
C11 3.6434 0.0105 -0.9527
O1 4.3505 -1.0350 -1.4458
C12 4.1342 0.6521 0.4739
C13 4.0137 2.2725 0.7145
C14 4.4386 2.9870 2.1315
C15 5.0089 2.0740 3.3698
C16 5.2013 0.4446 3.1735
C17 4.7664 -0.2291 1.7436
O2 1.0921 -1.5829 -2.1334
S1 -0.4778 -1.9124 -2.8068
O3 -0.6332 -3.4837 -2.8054
O4 -0.5454 -1.4163 -4.2786
C18 -1.8910 -1.2451 -1.7739
C19 -3.1001 -0.7166 -2.7805
O5 -4.2114 -1.4704 -2.9764
O6 -2.9838 0.5729 -3.5225
C20 -1.4453 -0.0278 -0.7248
C21 -2.4579 0.1571 0.5448
O7 -2.9785 -1.1048 1.1173
C22 -4.3067 -0.7410 1.6792
H1 0.8919 3.4281 1.7870
H2 -0.1818 -2.5078 0.0268
H3 -0.4189 -1.4460 1.5655
H4 2.1224 -1.1109 1.8129
H5 2.4658 -2.2222 0.2157
H6 1.0900 -3.2145 3.0282
H7 2.0150 -5.5368 1.1504
H8 1.1713 -4.3092 -0.0132
H9 0.1625 -5.0183 1.4666
H10 3.8380 -2.8530 3.0379
H11 3.3976 -4.7580 2.8278
H12 3.9027 -3.7595 1.3122
H13 0.2728 0.3440 -2.5145
H14 2.6953 0.7519 -2.8848
H15 2.2451 1.8133 -1.3976
H16 3.6015 2.9779 -0.1405
H17 4.3157 4.1458 2.2919
H18 5.2909 2.5412 4.4064
H19 5.6043 -0.2666 4.0153
H20 4.8437 -1.3980 1.5425
H21 -2.3558 -2.1670 -1.1841
H22 -1.4884 0.9823 -1.3568
H23 -2.0531 0.8088 1.4274
H24 -3.4160 0.7356 0.1289
H25 -5.0869 -0.6892 0.7966
H26 -4.6837 -1.5256 2.4619
H27 -4.2716 0.3204 2.1895
C23 2.9264 5.4390 -1.8738
C24 2.5958 5.8835 -3.2575
O8 3.0156 4.8032 -4.0598
C25 2.8858 3.7020 -3.2678
O9 2.8886 2.5554 -3.6840
O10 2.7442 4.0393 -1.9496
F1 3.3184 6.9738 -3.5994
H28 3.9633 5.6554 -1.5956
H29 2.2629 5.8807 -1.1254
H30 1.5305 6.0744 -3.4252
C26 -4.6190 -5.0065 1.6544
C27 -3.5527 -6.0049 1.9508
O11 -2.5046 -5.2217 2.4751
C28 -3.1179 -4.1570 3.0640
O12 -2.5740 -3.4062 3.8567
O13 -4.4206 -4.0372 2.6638
F2 -3.1162 -6.5956 0.8158
H31 -4.4989 -4.5373 0.6721
H32 -5.6217 -5.4379 1.7168
H33 -3.8428 -6.7681 2.6808
C29 -3.2005 2.3598 5.3817
C30 -3.0415 3.8195 5.1254
O14 -2.6368 3.8750 3.7763
C31 -3.1940 2.7766 3.1935
O15 -3.3012 2.6214 1.9884
O16 -3.6256 1.8723 4.1249
F3 -2.0533 4.3383 5.8882
H34 -2.2595 1.8736 5.6602
H35 -3.9449 2.1519 6.1550
H36 -3.9599 4.4012 5.2585
C32 2.2374 -9.5356 1.3383
C33 0.9878 -9.6839 2.1372
O17 1.0979 -8.6718 3.1120
C34 1.8399 -7.6920 2.5237
O18 1.9197 -6.5492 2.9424
O19 2.4785 -8.1443 1.4015
F4 0.9570 -10.8799 2.7667
H37 3.0863 -10.0713 1.7763
H38 2.1110 -9.8650 0.3034
H39 0.0673 -9.5417 1.5611
C35 -4.9626 4.3819 -0.7926
C36 -6.2122 4.2336 0.0063
O20 -6.1021 5.2458 0.9811
C37 -5.3601 6.2255 0.3927
O21 -5.2803 7.3684 0.8115
O22 -4.7215 5.7733 -0.7294
F5 -6.2430 3.0376 0.6357
H40 -4.1137 3.8463 -0.3546
H41 -5.0890 4.0525 -1.8275
H42 -7.1327 4.3758 -0.5698
C38 3.0422 4.4078 -8.3569
C39 3.7347 5.6991 -8.0831
O23 2.6970 6.6505 -8.1517
C40 1.5738 5.9780 -7.7736
O24 0.5308 6.5182 -7.4446
O25 1.7609 4.6231 -7.8004
F6 4.6340 5.9791 -9.0529
H43 2.9426 4.1992 -9.4274
H44 3.5397 3.5596 -7.8790
H45 4.2170 5.7504 -7.1011

Values from the calculation:
HOMO energy: -4.87 eV
Molar mass: 1071.830 g mol⁻¹
Multiplicity: 1
Kohn-Sham gap: 0.2243 hartree
E_tot: -120516.5686 eV
Net charge: -1


The following is a DFT calculation (ωB97M-V/def2-TZVPD) of a molecular structure, C40H45N3OPRhSSi in a non-equilibrium geometry.

CARTESIAN COORDINATES (ANGSTROEM)
Rh1 1.1098 0.0798 -0.0067
N1 3.9862 -3.2730 0.5941
C1 3.3885 -2.0704 0.4610
S1 2.6321 -1.4211 1.9262
N2 3.2705 -1.5681 -0.7799
N3 2.8319 -0.3124 -0.9118
C2 3.6520 0.5802 -1.5361
C3 4.0422 1.7970 -0.9921
C4 5.0335 2.5753 -1.5746
C5 5.6995 3.5985 -0.8410
C6 5.3410 3.8187 0.4827
C7 4.3338 3.0558 1.0994
C8 3.5547 2.1672 0.3433
O1 2.4310 1.7443 0.7770
H1 4.1018 -3.6587 1.5207
H2 4.2672 -3.8564 -0.2022
H3 4.1739 0.1667 -2.3949
H4 5.3557 2.4138 -2.6127
H5 6.5068 4.1049 -1.4043
H6 5.8924 4.6014 0.9774
H7 4.0534 3.2890 2.1502
C9 -0.2861 1.5343 2.6657
C10 -0.5590 2.6102 1.5642
C11 -1.9513 3.2639 1.8706
C12 0.4795 3.7661 1.7386
P1 -0.6229 1.6965 -0.2002
C13 -2.3781 1.2065 -0.5052
C14 -2.7676 -0.2433 -0.4281
C15 -4.2250 -0.3674 -0.0192
C16 -5.1070 0.6472 -0.2684
C17 -4.7011 1.8540 -0.8170
C18 -3.3380 2.1813 -0.7426
C19 -0.1994 2.9835 -1.7258
C20 1.0941 2.4807 -2.4166
C21 0.0231 4.4240 -1.2354
C22 -1.3349 3.0760 -2.7998
H8 -0.4165 1.9602 3.6570
H9 0.7208 1.1231 2.6189
H10 -0.9619 0.6373 2.5965
H11 -1.9079 3.7160 2.8653
H12 -2.7503 2.5151 1.8581
H13 -2.2116 4.0581 1.1865
H14 0.5569 3.9450 2.8201
H15 0.2211 4.7543 1.3519
H16 1.4844 3.4613 1.4162
H17 -2.1430 -0.7084 0.3455
H18 -4.6534 -1.3128 0.3004
H19 -6.1348 0.4858 0.0340
H20 -5.3760 2.6029 -1.2444
H21 -3.0491 3.2179 -0.8299
H22 1.9943 2.6993 -1.8644
H23 1.1793 3.0153 -3.3679
H24 1.0592 1.4112 -2.6732
H25 0.9340 4.5872 -0.5849
H26 -0.8151 4.7847 -0.6435
H27 0.0845 5.0473 -2.1133
H28 -1.7098 2.0637 -3.0750
H29 -0.9823 3.5831 -3.6996
H30 -2.2098 3.6629 -2.4598
C23 0.6162 -6.2725 -0.8424
C24 0.8280 -5.1284 -1.6076
C25 0.7239 -3.8682 -1.0165
C26 0.5574 -3.7099 0.3405
C27 0.3920 -4.8931 1.0882
C28 0.3173 -6.1390 0.4899
Si1 0.4958 -1.9142 1.0174
C29 -0.4958 -2.2829 2.6155
C30 -0.1159 -1.9241 3.9324
C31 -1.0319 -2.0732 4.9790
C32 -2.2656 -2.6967 4.7734
C33 -2.5619 -3.2288 3.5348
C34 -1.6768 -3.0441 2.4716
C35 -2.5376 -1.0452 -1.7412
C36 -1.6244 -0.6534 -2.6999
C37 -1.1723 -1.5538 -3.6836
C38 -1.6691 -2.8583 -3.7203
C39 -2.7153 -3.1451 -2.8974
C40 -3.1219 -2.3106 -1.8714
H31 0.5822 -7.2440 -1.2982
H32 1.0398 -5.1852 -2.6856
H33 0.8476 -2.9974 -1.6314
H34 0.3046 -4.8658 2.1891
H35 0.0334 -6.9995 1.0925
H36 0.8768 -1.4839 4.1319
H37 -0.7225 -1.7091 5.9600
H38 -3.0020 -2.7087 5.5849
H39 -3.4640 -3.8012 3.3957
H40 -1.9453 -3.4033 1.4700
H41 -1.2978 0.3896 -2.7462
H42 -0.4152 -1.2438 -4.3742
H43 -1.2442 -3.6577 -4.3085
H44 -3.2847 -4.0569 -3.0162
H45 -3.9481 -2.5484 -1.1770

Values from the calculation:
HOMO energy (alpha / beta): -5.41 / -7.24 eV
Molar mass: 777.853 g mol⁻¹
Multiplicity: 5
Expectation value of S²: 6.09
Kohn-Sham gap (alpha / beta): 0.1839 / 0.2145 hartree
E_tot: -79732.2609 eV
ΔE to the lowest compared entry with this formula, charge and spin: 1.7728 eV
Net charge: 0


The lowest molar mass belongs to which entry? C40H45ClN4O8